# C3H4FP

A structure of composition C3H4FP at a distorted geometry (ωB97M-V/def2-TZVPD, the Open Molecules 2025 dataset).

As for the total energy: -557.818284 a.u. The calculation puts the orbital gap (spin up / spin down) at 8.0 / 8.0 eV. The calculation puts the energy above the lowest of the compared OMol25 structures with the same formula, charge and spin at 40.4 kcal per mole. The calculation puts the LUMO energy (spin up / spin down) at 0.04 / 0.04 eV.

Each line ends with the natural charge from an NBO analysis.
Element x y z (Å)
C 1.407487 -0.823124 -0.852802  -0.229
C 0.549430 -0.576402 0.076138  -0.288
C -0.574587 0.394530 0.294517  -0.660
F 2.025178 -1.261423 2.299066  -0.601
P 1.116105 -2.114176 1.186555  0.814
H 2.222609 -0.789655 -1.625510  0.272
H -0.250553 1.477460 0.388579  0.233
H -1.132749 0.217807 1.152213  0.226
H -1.162249 0.126008 -0.556536  0.234

Forces on the atoms, in the same order (eV/Å):
1.13 -1.51 1.96
0.43 -0.37 0.45
1.74 0.97 -0.83
-0.63 -0.68 -0.85
0.90 2.81 -2.13
-1.47 -0.08 1.16
-0.27 -1.27 -0.76
-0.85 -0.75 1.63
-0.97 0.86 -0.63



# C18H9Cl48N2O4

A structure of composition C18H9Cl48N2O4 at a distorted geometry (ωB97M-V/def2-TZVPD, the Open Molecules 2025 dataset).

As for the total energy: -23190.591835 a.u. The calculation puts the orbital gap at 6.0 eV. The total charge is -1. The calculation puts the LUMO energy at 1.14 eV.

Each line ends with the Löwdin charge.
Element x y z (Å)
C -0.965711 -0.047649 2.844925  -0.024
C 0.381915 0.385083 2.018988  -0.266
O 0.682549 1.713071 2.004741  -0.092
N 1.296664 -0.516836 1.228994  -0.115
N 2.487701 -0.799170 1.868340  -0.031
C 2.327283 -1.106940 3.338172  -0.169
C 3.756083 -1.840430 3.804239  -0.441
O 3.837461 -3.064715 4.330052  -0.157
O 4.994882 -1.034930 3.551192  -0.333
C 0.606489 -1.734978 0.667710  -0.407
C 0.309437 -3.150969 1.436377  -0.105
O 0.224087 -1.665433 -0.636566  -0.209
H -1.875463 0.560123 2.368473  0.032
H -0.891126 0.362446 3.963233  0.116
H -1.217186 -1.190813 2.827887  0.068
H 3.128544 0.038704 1.729938  0.160
H 2.232532 -0.154389 4.033420  0.062
H 1.433660 -1.810449 3.610664  0.042
H -0.050935 -3.013604 2.564424  0.048
H 1.254613 -3.874452 1.500392  0.070
H -0.504344 -3.726115 0.782305  0.098
C -1.914684 0.636404 -2.919397  -1.934
Cl -2.877666 -0.440791 -3.961940  0.513
Cl -0.180408 0.340615 -3.200903  0.518
Cl -2.297848 2.333404 -3.304012  0.465
Cl -2.302869 0.312425 -1.210946  0.474
C 2.613534 -4.381293 -1.568040  -1.905
Cl 2.950559 -5.903831 -0.706141  0.507
Cl 1.271979 -4.631785 -2.713438  0.512
Cl 2.163147 -3.120533 -0.392375  0.740
Cl 4.068345 -3.869099 -2.460026  0.501
C 5.856966 -7.459030 -4.431611  -2.003
Cl 5.523324 -6.452990 -5.863794  0.506
Cl 5.470617 -9.159446 -4.797357  0.501
Cl 7.579516 -7.321466 -3.997504  0.509
Cl 4.854544 -6.902186 -3.067966  0.474
C 5.619731 1.133273 6.444326  -1.984
Cl 6.725507 1.101354 5.047608  0.533
Cl 3.934766 1.063954 5.869400  0.506
Cl 5.947497 -0.269083 7.493384  0.512
Cl 5.871225 2.636683 7.366803  0.483
C 0.617713 -2.241779 6.954176  -1.970
Cl 1.394426 -3.468847 7.986454  0.523
Cl 1.782330 -0.940937 6.599309  0.530
Cl 0.088238 -2.997071 5.429793  0.543
Cl -0.794013 -1.560429 7.801080  0.496
C 1.453205 3.517108 -1.418560  -1.965
Cl 1.318074 1.791072 -0.997703  0.547
Cl 0.651866 3.811480 -2.982418  0.445
Cl 0.669550 4.499434 -0.155440  0.525
Cl 3.173158 3.966345 -1.538579  0.510
C -4.489937 3.318129 1.022169  -1.976
Cl -4.300569 5.000582 1.577208  0.481
Cl -6.209000 2.994415 0.683813  0.515
Cl -3.535779 3.071554 -0.462195  0.477
Cl -3.914384 2.206145 2.289720  0.539
C -3.386243 -4.272478 -1.910268  -1.973
Cl -2.253071 -4.795159 -3.182001  0.496
Cl -5.055948 -4.377161 -2.523114  0.482
Cl -3.208935 -5.328561 -0.486259  0.519
Cl -3.026961 -2.589239 -1.449748  0.487
C -6.108569 7.263325 4.362149  -2.005
Cl -5.898656 8.076125 5.933732  0.510
Cl -4.770134 7.715296 3.276437  0.491
Cl -6.108443 5.497815 4.601995  0.502
Cl -7.656911 7.763995 3.636601  0.508
C -0.285342 5.070960 -7.033897  -1.996
Cl -1.356558 6.494184 -7.072727  0.501
Cl -0.102817 4.420005 -8.682349  0.514
Cl 1.311590 5.546721 -6.403016  0.499
Cl -0.993525 3.823140 -5.977547  0.486
C -6.369923 -5.955108 -6.194013  -2.005
Cl -7.163427 -4.361392 -6.264728  0.509
Cl -4.861187 -5.826093 -5.255117  0.472
Cl -7.459315 -7.126587 -5.409531  0.508
Cl -5.995895 -6.506268 -7.846519  0.507
C 1.703717 8.505045 -3.274612  -1.999
Cl 2.040742 6.982506 -2.412712  0.490
Cl 0.362162 8.254552 -4.420009  0.484
Cl 1.253330 9.765805 -2.098947  0.510
Cl 3.158527 9.017239 -4.166598  0.508

Forces on the atoms, in the same order (eV/Å):
-0.36 0.65 -0.24
0.56 6.70 -0.18
-1.64 -8.33 0.46
-4.05 -0.32 0.29
1.25 0.57 1.61
1.65 -0.46 1.87
5.63 -1.00 0.61
-1.51 5.72 -2.44
-6.82 -3.37 0.98
-2.84 0.58 -5.25
-0.37 -0.73 1.09
0.96 0.84 8.40
2.14 -1.42 0.86
0.17 -1.04 -2.52
0.65 2.26 0.04
-0.85 -1.67 0.39
0.09 -1.63 -1.67
1.78 1.31 -1.08
0.57 -0.04 -2.60
-2.32 1.98 0.25
1.74 1.48 1.44
0.40 -0.33 -0.02
0.16 0.40 0.06
-0.97 -0.19 -0.38
-0.14 -0.41 0.02
0.30 0.09 -0.50
0.37 0.41 0.29
-0.12 0.16 -0.08
0.27 0.05 0.27
3.43 -2.41 -2.94
-0.37 0.14 0.18
-0.11 0.07 0.21
0.08 -0.22 0.30
0.10 0.32 0.03
-0.38 -0.04 -0.12
0.47 -0.50 -0.58
0.16 -0.34 -0.50
-0.40 0.05 0.55
0.58 0.35 0.16
-0.13 0.34 -0.24
-0.07 -0.17 -0.07
0.36 0.13 -0.08
-0.23 0.32 -0.30
-0.51 -0.66 0.37
-0.04 0.01 0.47
0.17 -0.13 -0.14
-0.10 -0.45 0.24
0.40 0.94 0.16
0.33 0.07 0.27
0.16 -0.22 -0.30
-0.29 -0.08 0.02
0.18 0.12 -0.22
-0.06 -0.53 -0.17
0.35 0.07 0.10
-0.51 0.42 0.66
-0.21 0.30 -0.25
-0.02 0.27 0.19
-0.28 0.09 0.23
0.36 0.22 0.56
-0.02 0.18 -0.32
-0.11 -0.94 -0.07
0.00 -0.13 0.01
-0.04 -0.18 -0.38
-0.32 0.05 0.33
-0.03 0.48 -0.01
0.36 -0.11 0.16
0.13 -0.07 0.09
0.20 -0.29 -0.01
-0.06 0.16 0.36
-0.40 -0.22 -0.21
0.18 0.34 -0.32
0.19 -0.02 0.04
0.18 -0.36 0.03
-0.47 -0.24 -0.70
0.23 0.27 -0.18
-0.12 0.12 0.34
-0.03 -0.19 0.13
-0.06 0.60 -0.32
0.29 0.14 0.31
0.10 -0.24 -0.26
-0.31 -0.10 0.16